Record 1
Molecular formula: C9H14
Method: DFT, ωB97M-V with the def2-TZVPD basis set

Properties
Total energy ... -9558.01486 eV
SMILES ... Cc1ccccc1.CC
Orbital gap ... 10.03 eV

Geometry as XYZ:
```
23
Properties=species:S:1:pos:R:3:forces:R:3
C 0.067 -1.669 -2.301 1.17 -1.84 0.91
C -0.165 -1.108 -0.892 0.82 -0.27 -1.52
C -1.323 -0.468 -0.610 -2.49 1.79 0.03
C -1.778 -0.126 0.726 3.14 -1.24 -2.81
C -0.942 -0.588 1.705 -0.55 -1.71 0.59
C 0.226 -1.358 1.359 -0.47 2.01 3.85
C 0.752 -1.379 0.140 0.07 -1.74 -3.23
H 0.265 -1.037 -3.109 -0.83 1.82 -1.18
H -0.648 -2.461 -2.554 -0.37 0.63 -0.01
H 1.008 -2.236 -2.453 -0.03 0.00 1.17
H -1.964 -0.123 -1.468 0.57 -0.62 0.91
H -2.616 0.490 0.745 -1.45 0.74 0.82
H -1.276 -0.645 2.755 0.42 0.47 -0.53
H 0.743 -1.674 2.258 0.40 -0.31 -0.26
H 1.663 -1.869 -0.267 -0.39 0.31 1.26
C 1.747 2.393 0.583 1.45 -0.31 -0.85
C 0.650 3.122 -0.205 0.76 3.14 0.40
H 2.679 2.983 0.601 -0.50 0.11 0.44
H 1.390 2.233 1.560 0.02 -0.58 1.41
H 2.169 1.402 0.143 -1.47 1.46 0.45
H -0.146 3.907 0.331 2.50 -2.20 -0.82
H 0.075 2.370 -0.633 -1.30 -0.93 -1.33
H 1.255 3.742 -0.943 -1.49 -0.74 0.32
```
Forces are in eV/Å.

Results of the natural (NBO) charge analysis, in e, for atoms 1 through 4:
1. C -0.646
2. C -0.029
3. C -0.207
4. C -0.207

=====

Record 2
Molecular formula: C9H14
Method: DFT, ωB97M-V with the def2-TZVPD basis set

Properties
Total energy ... -9558.94641 eV
SMILES ... Cc1ccccc1.CC
Orbital gap ... 10.14 eV

Geometry as XYZ:
```
23
Properties=species:S:1:pos:R:3:forces:R:3
C -1.117 1.804 0.396 2.59 -1.05 -1.48
C 0.353 1.285 0.767 -2.15 0.21 -0.92
C 0.773 1.073 2.079 0.98 -0.28 -1.51
C 2.026 0.406 2.231 -2.07 0.96 -0.50
C 2.710 -0.093 1.161 -0.22 0.37 -0.70
C 2.232 0.077 -0.143 0.15 -0.06 -0.39
C 1.099 0.840 -0.350 -0.41 0.29 0.72
H -1.342 2.791 0.586 -0.02 2.42 1.17
H -1.930 1.240 0.765 -0.54 -0.96 0.72
H -1.217 1.807 -0.705 0.16 -0.43 0.35
H 0.131 1.494 2.835 0.27 -0.33 0.59
H 2.460 0.200 3.153 0.40 0.04 1.79
H 3.668 -0.505 1.391 0.39 -0.67 -0.31
H 2.701 -0.433 -0.986 0.19 0.43 0.20
H 0.720 1.153 -1.334 0.33 -0.68 0.35
C -1.534 -1.451 -0.816 -1.34 0.89 1.61
C -1.746 -1.906 -2.257 -2.58 1.95 1.01
H -0.509 -1.503 -0.529 0.91 -0.26 0.20
H -1.831 -0.393 -0.500 0.18 -1.37 -1.20
H -2.109 -2.070 -0.098 0.34 0.03 -0.38
H -2.884 -1.718 -2.486 2.08 -0.99 0.13
H -1.415 -2.935 -2.303 -0.11 -0.02 -0.75
H -1.237 -1.163 -2.857 0.46 -0.50 -0.71
```
Forces are in eV/Å.

Results of the natural (NBO) charge analysis, in e, for atoms 1 through 4:
1. C -0.633
2. C 0.014
3. C -0.231
4. C -0.196

=====

Record 3
Molecular formula: C9H14
Method: DFT, ωB97M-V with the def2-TZVPD basis set

Properties
Total energy ... -9559.85818 eV
SMILES ... Cc1ccccc1.CC
Orbital gap ... 10.05 eV

Geometry as XYZ:
```
23
Properties=species:S:1:pos:R:3:forces:R:3
C -2.086 1.922 0.499 0.40 0.72 0.04
C -0.584 1.907 0.358 0.27 -0.11 -0.28
C 0.091 0.679 0.320 -0.71 -0.03 0.53
C 1.453 0.578 0.120 0.39 0.63 -0.11
C 2.154 1.743 -0.193 -0.13 0.12 0.04
C 1.505 2.962 -0.143 0.27 0.38 0.09
C 0.155 3.073 0.176 0.00 -0.29 -0.32
H -2.442 1.333 1.335 0.01 -0.26 0.17
H -2.535 1.544 -0.417 -0.17 0.04 -0.01
H -2.404 2.956 0.671 -0.18 -0.21 -0.15
H -0.546 -0.182 0.507 0.39 -0.20 0.00
H 2.018 -0.329 0.256 -0.24 -0.41 -0.28
H 3.197 1.764 -0.495 -0.03 -0.37 0.29
H 2.122 3.837 -0.321 -0.29 0.14 -0.07
H -0.321 4.050 0.193 0.03 -0.15 0.09
C 0.128 -4.024 0.076 0.38 0.17 -0.63
C -0.575 -2.944 -0.751 0.07 0.46 -0.13
H 0.505 -4.817 -0.569 -0.07 -0.09 -0.10
H 1.021 -3.642 0.573 -0.29 0.06 0.31
H -0.553 -4.482 0.775 -0.05 -0.11 0.39
H 0.065 -2.091 -0.997 0.12 -0.14 0.17
H -1.454 -2.528 -0.262 0.00 -0.04 0.20
H -0.915 -3.307 -1.711 -0.16 -0.32 -0.22
```
Forces are in eV/Å.

Results of the natural (NBO) charge analysis, in e, for atoms 1 through 4:
1. C -0.632
2. C 0.003
3. C -0.228
4. C -0.196

=====

Record 4
Molecular formula: C9H14
Method: DFT, ωB97M-V with the def2-TZVPD basis set

Properties
Total energy ... -9559.73698 eV
SMILES ... Cc1ccccc1.CC
Orbital gap ... 10.00 eV

Geometry as XYZ:
```
23
Properties=species:S:1:pos:R:3:forces:R:3
C -0.621 -0.776 1.203 0.21 -0.83 -0.49
C -1.245 0.465 0.639 0.71 0.51 0.45
C -2.463 0.464 -0.007 -0.67 0.12 -0.23
C -3.040 1.657 -0.443 0.61 0.24 0.12
C -2.324 2.847 -0.357 -0.54 -0.39 -0.16
C -1.089 2.858 0.278 0.35 0.24 0.50
C -0.589 1.694 0.841 -0.88 -0.43 -0.03
H -1.295 -1.635 1.133 -0.14 0.21 0.41
H -0.246 -0.636 2.217 -0.27 -0.02 0.08
H 0.247 -1.123 0.624 -0.05 0.44 -0.07
H -3.023 -0.455 -0.125 0.07 -0.11 0.05
H -4.051 1.722 -0.817 -0.03 -0.36 -0.20
H -2.843 3.712 -0.755 0.50 0.30 0.15
H -0.510 3.763 0.456 -0.37 0.04 -0.21
H 0.194 1.733 1.585 0.50 0.03 -0.39
C 2.587 -2.151 -1.523 0.31 -0.59 0.68
C 3.127 -1.896 -0.087 -0.15 -0.27 -0.76
H 1.558 -2.494 -1.502 -0.27 0.31 -0.07
H 2.696 -1.258 -2.125 -0.19 0.03 -0.26
H 3.121 -2.976 -1.996 0.18 0.20 -0.11
H 2.349 -2.038 0.660 0.03 0.20 0.09
H 3.528 -0.890 -0.049 0.00 0.15 0.38
H 3.930 -2.587 0.152 0.11 -0.03 0.07
```
Forces are in eV/Å.

Results of the natural (NBO) charge analysis, in e, for atoms 1 through 4:
1. C -0.630
2. C -0.021
3. C -0.212
4. C -0.201

=====

Record 5
Molecular formula: C9H14
Method: DFT, ωB97M-V with the def2-TZVPD basis set

Properties
Total energy ... -9559.40750 eV
SMILES ... Cc1ccccc1.CC
Orbital gap ... 9.93 eV

Geometry as XYZ:
```
23
Properties=species:S:1:pos:R:3:forces:R:3
C -0.910 -1.696 -2.327 -0.44 0.10 -0.61
C -0.122 -0.546 -1.735 0.97 -1.23 1.21
C 0.480 -0.832 -0.471 0.74 4.64 -1.87
C 1.254 0.183 0.174 -1.07 -0.44 -1.19
C 1.409 1.461 -0.367 -1.74 -1.72 -2.30
C 0.863 1.648 -1.684 0.93 1.00 1.05
C 0.188 0.641 -2.387 -0.30 0.67 0.13
H -1.736 -1.373 -3.012 0.82 -0.18 0.43
H -1.386 -2.272 -1.520 0.18 0.15 -0.26
H -0.225 -2.379 -2.869 -0.46 0.31 0.12
H 0.422 -1.795 -0.143 -0.28 -2.35 1.36
H 1.704 0.001 1.109 0.45 -0.46 1.00
H 1.908 2.238 0.162 0.30 0.45 0.17
H 1.011 2.667 -2.099 -0.19 -0.95 -0.10
H -0.138 0.801 -3.433 0.09 0.02 0.83
C -0.461 0.097 3.655 1.71 -1.13 0.77
C -1.848 -0.442 3.529 -0.07 0.38 -1.63
H 0.173 -0.218 2.816 -0.22 -0.02 0.13
H -0.358 1.153 3.714 -0.26 1.03 0.04
H 0.025 -0.318 4.567 -0.17 0.30 -0.43
H -1.768 -1.548 3.587 -0.73 0.73 -0.23
H -2.513 -0.001 4.241 -0.36 -0.22 0.86
H -2.241 -0.032 2.560 0.09 -1.07 0.50
```
Forces are in eV/Å.

Results of the natural (NBO) charge analysis, in e, for atoms 1 through 4:
1. C -0.640
2. C 0.013
3. C -0.223
4. C -0.196

=====

Record 6
Molecular formula: C9H14
Method: DFT, ωB97M-V with the def2-TZVPD basis set

Properties
Total energy ... -9559.98994 eV
SMILES ... Cc1ccccc1.CC
Orbital gap ... 10.06 eV

Geometry as XYZ:
```
23
Properties=species:S:1:pos:R:3:forces:R:3
C -0.572 2.102 -0.739 -0.85 0.06 0.03
C -0.597 1.304 0.536 0.44 0.15 -0.11
C 0.594 0.976 1.192 -0.20 0.20 -0.28
C 0.586 0.138 2.294 -0.15 0.13 0.42
C -0.620 -0.378 2.736 -0.31 -0.66 0.01
C -1.808 -0.016 2.131 -0.22 0.46 -0.05
C -1.808 0.868 1.058 -0.12 -0.04 0.30
H 0.350 2.645 -0.928 0.09 -0.07 0.11
H -1.411 2.808 -0.727 0.23 0.09 -0.07
H -0.781 1.433 -1.580 0.23 0.07 -0.02
H 1.497 1.444 0.816 0.13 -0.24 0.12
H 1.460 -0.067 2.898 0.26 -0.04 -0.36
H -0.681 -1.119 3.526 0.28 0.25 0.15
H -2.743 -0.364 2.550 -0.04 -0.07 -0.09
H -2.751 1.270 0.685 0.23 -0.31 -0.19
C 1.518 -2.061 -1.562 0.01 -0.16 0.33
C 0.770 -1.213 -2.584 0.26 -0.01 0.33
H 2.546 -2.219 -1.875 0.18 -0.03 -0.08
H 1.557 -1.557 -0.595 -0.03 0.06 -0.01
H 1.091 -3.049 -1.370 -0.15 0.11 -0.22
H 0.760 -1.688 -3.569 -0.07 0.18 0.09
H -0.249 -1.004 -2.258 -0.07 -0.10 -0.10
H 1.291 -0.253 -2.635 -0.14 -0.01 -0.32
```
Forces are in eV/Å.

Results of the natural (NBO) charge analysis, in e, for atoms 1 through 4:
1. C -0.629
2. C -0.014
3. C -0.213
4. C -0.209

=====

Record 7
Molecular formula: C9H14
Method: DFT, ωB97M-V with the def2-TZVPD basis set

Properties
Total energy ... -9559.34377 eV
SMILES ... Cc1ccccc1.CC
Orbital gap ... 9.81 eV

Geometry as XYZ:
```
23
Properties=species:S:1:pos:R:3:forces:R:3
C 1.354 2.462 -1.563 -0.40 -0.94 -1.34
C 0.318 2.013 -0.583 -0.15 -0.86 -0.15
C -1.028 1.897 -0.932 -0.56 -0.57 0.50
C -1.924 1.191 -0.111 0.60 -0.09 0.13
C -1.533 0.872 1.174 1.21 -0.33 1.00
C -0.186 1.032 1.549 -1.11 0.04 0.25
C 0.728 1.435 0.622 0.68 1.27 -0.08
H 2.367 2.275 -1.225 0.12 0.56 0.33
H 1.170 3.445 -1.978 0.29 0.44 0.30
H 1.275 1.802 -2.451 -0.04 0.22 0.30
H -1.476 2.277 -1.835 0.51 0.07 -0.50
H -2.830 0.768 -0.523 -0.42 0.66 0.09
H -2.126 0.444 1.974 -0.63 -0.05 -0.54
H 0.115 0.897 2.584 -0.02 -0.42 -0.17
H 1.779 1.479 0.900 -0.07 -0.01 -0.13
C 0.676 -4.407 -0.628 -0.73 -0.03 -0.86
C 0.847 -4.377 0.882 -0.87 0.97 -0.39
H -0.290 -4.866 -0.881 0.27 -0.09 -0.02
H 0.690 -3.481 -1.215 -0.05 0.37 0.78
H 1.456 -4.972 -1.117 0.24 -0.58 0.05
H 0.026 -3.832 1.371 0.19 0.17 -0.28
H 1.768 -3.847 1.133 0.07 -0.66 0.41
H 0.689 -5.390 1.240 0.86 -0.14 0.31
```
Forces are in eV/Å.

Results of the natural (NBO) charge analysis, in e, for atoms 1 through 4:
1. C -0.634
2. C -0.007
3. C -0.217
4. C -0.203

=====

Record 8
Molecular formula: C9H14
Method: DFT, ωB97M-V with the def2-TZVPD basis set

Properties
Total energy ... -9559.52022 eV
SMILES ... Cc1ccccc1.CC
Orbital gap ... 9.96 eV

Geometry as XYZ:
```
23
Properties=species:S:1:pos:R:3:forces:R:3
C 1.022 -0.292 -2.199 -0.02 1.08 0.48
C 0.025 -0.327 -1.072 -0.28 -1.31 0.04
C -0.097 -1.509 -0.339 -0.24 -0.51 0.43
C -1.275 -1.826 0.326 -0.53 0.54 -0.45
C -2.304 -0.892 0.380 0.12 -0.40 -0.14
C -2.133 0.355 -0.204 0.86 -0.09 0.96
C -0.971 0.629 -0.911 -0.01 -0.23 -0.88
H 0.470 -0.403 -3.131 0.13 -0.26 -0.12
H 1.814 -1.030 -2.112 -0.10 -0.17 0.01
H 1.479 0.691 -2.236 0.28 0.21 -0.14
H 0.686 -2.257 -0.275 0.15 0.11 -0.55
H -1.496 -2.826 0.672 0.43 -0.05 0.36
H -3.237 -1.196 0.835 -0.07 0.30 0.16
H -2.789 1.148 0.075 -0.74 0.40 -0.45
H -0.885 1.518 -1.523 -0.07 0.33 0.26
C 2.018 1.629 2.495 1.29 0.47 -0.96
C 2.094 1.415 0.965 -0.53 -0.50 0.63
H 1.447 0.814 2.924 -0.17 0.27 0.42
H 3.037 1.664 2.891 -0.11 -0.49 0.25
H 1.653 2.631 2.714 -0.54 -0.22 0.16
H 1.175 1.805 0.542 0.16 0.36 -0.50
H 3.004 1.758 0.479 -0.13 0.51 0.06
H 2.039 0.355 0.751 0.12 -0.36 -0.01
```
Forces are in eV/Å.

Results of the natural (NBO) charge analysis, in e, for atoms 1 through 4:
1. C -0.633
2. C 0.006
3. C -0.218
4. C -0.207

=====

Record 9
Molecular formula: C9H14
Method: DFT, ωB97M-V with the def2-TZVPD basis set

Properties
Total energy ... -9558.15958 eV
SMILES ... Cc1ccccc1.CC
Orbital gap ... 9.76 eV

Geometry as XYZ:
```
23
Properties=species:S:1:pos:R:3:forces:R:3
C -1.533 -1.741 3.167 0.76 0.54 0.93
C -1.276 -1.162 1.828 -0.93 -2.70 -1.40
C -1.881 -1.874 0.659 1.98 2.60 2.20
C -1.591 -1.419 -0.595 -1.23 -1.18 -1.25
C -0.704 -0.406 -0.693 3.91 3.68 -0.77
C -0.079 0.315 0.372 -2.71 -4.44 0.79
C -0.364 -0.171 1.705 -0.10 2.67 -3.30
H -0.810 -2.543 3.453 -0.68 0.76 0.00
H -2.509 -2.055 3.177 -2.35 -2.05 -0.30
H -1.739 -0.997 3.947 1.37 0.28 0.09
H -2.463 -2.719 0.835 -1.08 -1.14 0.37
H -2.007 -1.801 -1.581 0.42 0.05 1.66
H -0.248 -0.134 -1.679 -1.02 -0.20 0.62
H 0.681 0.987 0.194 1.07 1.40 -0.37
H -0.055 0.504 2.479 0.36 -0.50 0.88
C 1.834 2.429 -1.681 -1.06 1.97 0.89
C 2.232 1.379 -2.683 2.28 -1.21 1.60
H 0.802 2.878 -2.030 2.16 -0.34 1.06
H 1.777 2.198 -0.566 -0.33 -0.66 -1.72
H 2.668 3.160 -1.540 -0.98 0.23 -0.99
H 3.333 1.214 -2.646 -0.44 0.21 0.08
H 2.059 1.550 -3.710 -0.75 0.64 -1.00
H 1.872 0.408 -2.411 -0.65 -0.60 -0.06
```
Forces are in eV/Å.

Results of the natural (NBO) charge analysis, in e, for atoms 1 through 4:
1. C -0.645
2. C -0.017
3. C -0.200
4. C -0.213

=====

Record 10
Molecular formula: C9H14
Method: DFT, ωB97M-V with the def2-TZVPD basis set

Properties
Total energy ... -9559.36752 eV
SMILES ... Cc1ccccc1.CC
Orbital gap ... 9.95 eV

Geometry as XYZ:
```
23
Properties=species:S:1:pos:R:3:forces:R:3
C -0.095 1.370 3.673 0.07 0.48 1.14
C 0.106 0.834 2.291 -0.37 -0.65 -0.21
C -0.837 1.130 1.288 1.33 0.14 0.84
C -0.779 0.531 0.038 -0.34 0.80 0.20
C 0.286 -0.305 -0.238 0.28 -0.32 0.60
C 1.258 -0.541 0.748 0.40 -1.17 -0.02
C 1.139 -0.096 2.054 -1.82 1.42 -0.21
H 0.828 1.455 4.266 -0.04 -0.62 -0.28
H -0.821 0.759 4.258 0.43 0.47 -0.40
H -0.405 2.420 3.701 -0.53 -0.19 -0.35
H -1.533 1.902 1.556 -0.61 0.06 -0.24
H -1.550 0.827 -0.681 0.37 -0.51 0.03
H 0.302 -0.891 -1.143 0.28 0.27 -0.29
H 2.103 -1.192 0.538 -0.26 -0.09 -0.24
H 1.639 -0.431 2.955 0.79 -0.09 -0.55
C 0.358 -1.288 -4.235 -0.04 -0.32 -0.52
C -1.150 -1.201 -4.052 -1.15 -1.80 -0.56
H 0.700 -0.391 -4.736 0.35 0.33 0.23
H 0.786 -1.407 -3.243 0.47 0.30 -0.13
H 0.754 -2.101 -4.866 -0.56 -0.01 0.33
H -1.473 -0.178 -3.889 -0.21 -0.08 0.12
H -1.812 -1.716 -4.800 0.94 1.07 -0.33
H -1.469 -1.869 -3.252 0.21 0.52 0.84
```
Forces are in eV/Å.

Results of the natural (NBO) charge analysis, in e, for atoms 1 through 4:
1. C -0.643
2. C -0.009
3. C -0.225
4. C -0.193

=====

Record 11
Molecular formula: C9H14
Method: DFT, ωB97M-V with the def2-TZVPD basis set

Properties
Total energy ... -9558.48062 eV
SMILES ... Cc1ccccc1.CC
Orbital gap ... 9.86 eV

Geometry as XYZ:
```
23
Properties=species:S:1:pos:R:3:forces:R:3
C -1.644 -0.595 -0.814 0.82 1.25 -1.07
C -0.394 0.317 -0.981 0.11 -1.25 -1.88
C -0.540 1.684 -0.829 0.61 -0.60 0.04
C 0.402 2.528 -1.363 2.18 0.92 0.56
C 1.579 1.994 -1.963 -1.12 0.30 -0.40
C 1.777 0.622 -2.142 -0.79 1.29 0.87
C 0.777 -0.184 -1.655 -1.90 -1.57 0.33
H -1.417 -1.526 -1.305 0.09 -0.78 0.47
H -2.483 -0.216 -1.425 0.33 0.27 0.43
H -1.947 -0.667 0.216 -0.36 -0.28 0.08
H -1.380 2.041 -0.286 -0.71 0.48 0.21
H 0.382 3.624 -1.114 -0.19 -1.17 -0.72
H 2.249 2.651 -2.477 0.47 0.52 0.21
H 2.662 0.249 -2.626 0.04 -0.15 -0.17
H 0.793 -1.272 -1.929 0.04 0.99 0.60
C 0.066 -1.637 1.924 0.75 0.91 -3.80
C -0.298 -1.192 3.281 0.02 -3.59 3.33
H 0.439 -2.666 1.665 -0.82 0.66 0.97
H -0.663 -1.314 1.129 0.63 -0.98 1.16
H 0.947 -1.016 1.588 -0.61 -0.43 0.42
H -0.973 -0.403 3.404 -0.09 2.21 -0.54
H 0.716 -1.107 3.787 -1.80 0.30 0.34
H -1.051 -1.915 3.916 2.31 0.69 -1.45
```
Forces are in eV/Å.

Results of the natural (NBO) charge analysis, in e, for atoms 1 through 4:
1. C -0.632
2. C -0.007
3. C -0.216
4. C -0.211

=====

Record 12
Molecular formula: C9H14
Method: DFT, ωB97M-V with the def2-TZVPD basis set

Properties
Total energy ... -9559.89578 eV
SMILES ... Cc1ccccc1.CC
Orbital gap ... 10.03 eV

Geometry as XYZ:
```
23
Properties=species:S:1:pos:R:3:forces:R:3
C 0.021 0.039 2.194 -0.19 0.04 -0.55
C -0.895 -0.238 1.023 -0.09 -0.26 0.71
C -1.592 0.791 0.406 -0.04 0.13 0.17
C -2.389 0.555 -0.700 0.11 0.02 -0.79
C -2.500 -0.726 -1.210 -0.12 -0.56 0.43
C -1.891 -1.773 -0.527 0.32 -0.16 -0.37
C -1.083 -1.541 0.573 -0.50 0.47 -0.49
H 0.267 1.098 2.200 0.04 0.05 0.29
H 0.936 -0.518 2.043 0.36 -0.11 0.09
H -0.395 -0.271 3.152 -0.13 0.11 0.00
H -1.533 1.786 0.826 0.16 0.12 -0.11
H -2.834 1.364 -1.266 -0.14 0.13 0.32
H -3.091 -0.966 -2.084 0.00 0.26 -0.07
H -1.958 -2.781 -0.919 -0.19 -0.01 0.07
H -0.637 -2.384 1.058 0.42 -0.23 0.30
C 3.284 0.849 -0.653 -0.18 -0.44 0.33
C 4.675 1.311 -1.079 -0.85 0.54 -0.05
H 3.246 0.019 0.061 0.53 -0.03 -0.09
H 2.791 1.649 -0.110 -0.35 0.24 -0.32
H 2.685 0.505 -1.496 -0.11 0.28 -0.03
H 4.560 2.035 -1.890 0.06 -0.31 -0.33
H 5.316 0.494 -1.389 0.25 0.09 0.09
H 5.081 1.941 -0.299 0.62 -0.37 0.40
```
Forces are in eV/Å.

Results of the natural (NBO) charge analysis, in e, for atoms 1 through 4:
1. C -0.630
2. C 0.005
3. C -0.225
4. C -0.202

=====

Which of these has the lowest total energy? number 6